# 1
The following is a DFT calculation (the ωB97M-V functional and the def2-TZVPD basis) of a molecular structure, C4H8S.

Output
Kohn-Sham gap: 0.3071 Eh
Charge: 0
HOMO energy: -8.46 eV

XYZ file:
```
13
Properties=species:S:1:pos:R:3:nbo_charge:R:1
C -1.51044 0.53930 -1.19847 -0.64
C -0.93597 -0.51162 -0.65911 -0.23
C 0.37844 -1.06663 -1.08692 -0.44
C 0.29947 -0.56732 0.34462 -0.44
H -1.61601 0.19446 -2.23208 0.24
H -2.54835 0.62874 -0.58146 0.24
H -0.97521 1.67433 -0.69566 0.21
H -1.83321 -1.19814 -0.01307 0.19
H 0.67588 -2.26324 -1.21839 0.23
H 0.45523 -0.43427 -2.14039 0.23
H 0.19584 -1.51799 1.03563 0.23
H 2.11807 -0.24296 1.91789 0.15
S 0.88367 0.79979 1.22042 0.03
```

=====

# 2
The following is a DFT calculation (the ωB97M-V functional and the def2-TZVPD basis) of 2 unconnected molecules or ions with the total composition C4H8S3.

Output
Kohn-Sham gap (alpha / beta): 0.2847 / 0.2889 Eh
Charge: 0
HOMO energy (alpha / beta): -7.52 / -7.98 eV

XYZ file:
```
15
Properties=species:S:1:pos:R:3:nbo_charge:R:1
C 1.68806 -1.27854 0.46890 -0.55
C -0.48969 -0.61986 -0.51911 -0.41
C 0.04712 1.42505 1.02392 -0.64
C -0.88176 0.71418 0.07232 -0.22
S -0.56232 -1.08552 -2.14422 0.10
S -1.96194 1.87183 -0.91849 -0.02
S -1.70363 -0.88664 0.64220 0.20
H 2.15180 -0.38895 0.14871 0.18
H 1.63467 -2.21357 -0.07455 0.20
H 0.62632 0.72851 1.64748 0.23
H -0.42915 2.09737 1.72643 0.23
H 0.72065 2.05834 0.48056 0.23
H -0.90224 -2.36528 -1.98950 0.14
H -1.59326 1.16655 -2.16780 0.15
H 1.65535 -1.22346 1.60316 0.19
```

=====

# 3
The following is a DFT calculation (the ωB97M-V functional and the def2-TZVPD basis) of a single C4H8SSi molecule.

Output
Structure (SMILES): [SiH3][C@@H]1CC=CS1
Kohn-Sham gap: 0.3271 Eh
Charge: 0
HOMO energy: -7.98 eV

XYZ file:
```
14
Properties=species:S:1:pos:R:3:nbo_charge:R:1
Si 0.66940 -2.16694 -0.12343 0.85
C 0.39046 -0.31590 -0.64922 -0.75
C 0.26521 0.57310 0.74534 -0.45
C -0.62572 1.73337 0.52883 -0.24
C -1.42095 1.61107 -0.53617 -0.32
S -1.23821 0.06549 -1.45428 0.19
H 2.03837 -2.13492 0.54186 -0.15
H 0.57672 -3.11228 -1.39777 -0.12
H -0.35771 -2.12968 0.91252 -0.15
H 1.12691 0.14865 -1.41946 0.24
H 1.18497 0.96903 1.11317 0.22
H 0.07938 -0.00251 1.67718 0.22
H -0.52689 2.60378 1.16056 0.22
H -2.16194 2.15773 -1.09914 0.23
```

=====

# 4
The following is a DFT calculation (the ωB97M-V functional and the def2-TZVPD basis) of a single C4H8Si2 molecule.

Output
Kohn-Sham gap (alpha / beta): 0.2896 / 0.2514 Eh
Charge: 0
HOMO energy (alpha / beta): -8.71 / -7.36 eV

XYZ file:
```
14
Properties=species:S:1:pos:R:3:nbo_charge:R:1
C 1.80129 -0.28650 0.56110 -0.33
C -1.17264 0.28524 0.01480 -0.96
C 2.52632 -0.76686 -0.45698 -0.46
C -1.88773 1.11591 -0.77914 -0.30
Si 0.44604 0.87020 0.79276 1.08
Si -1.64500 -1.35247 0.61919 0.80
H 3.23811 -1.55466 -0.30349 0.21
H 2.48684 -0.38703 -1.50817 0.21
H -2.96317 0.91644 -1.09131 0.21
H -1.41264 2.10096 -0.90472 0.20
H 0.46371 1.57381 2.07843 -0.14
H 0.69754 1.91121 -0.29896 -0.18
H -1.97599 -2.63110 -0.25461 -0.15
H -0.60270 -1.79514 1.53111 -0.20
```

=====

# 5
The following is a DFT calculation (the ωB97M-V functional and the def2-TZVPD basis) of a molecular structure, C4H9AlN2O3PS.

Output
Kohn-Sham gap: 0.2328 Eh
Charge: -1
HOMO energy: -3.37 eV

XYZ file:
```
21
Properties=species:S:1:pos:R:3:nbo_charge:R:1
O 5.37324 0.02869 -0.72680 -1.00
P 4.00154 0.66781 0.03397 0.60
O 3.70192 2.16904 -0.65178 -0.98
Al 2.14272 -0.77666 -0.18633 0.84
C 0.45079 0.10495 0.52194 -0.95
C -0.71957 -0.89836 0.51399 -0.50
S -1.67432 -0.80907 -1.03492 0.27
C -3.25623 -0.30601 -0.54402 0.27
N -4.29451 -1.07148 -0.50397 -0.30
N -5.35106 -0.29277 -0.12486 -0.31
C -4.89095 0.88652 0.04697 0.28
O -3.58333 0.96171 -0.20223 -0.41
H 5.83485 -0.43877 -0.03167 0.48
H 4.17138 2.79037 -0.09753 0.48
H 2.44686 -2.00725 0.82752 -0.40
H 1.92333 -1.43234 -1.65318 -0.40
H 0.19187 1.00841 -0.01530 0.21
H 0.65438 0.33466 1.56693 0.21
H -0.30660 -1.90091 0.52751 0.22
H -1.34399 -0.74628 1.38597 0.21
H -5.47227 1.72774 0.34777 0.19
```

=====

# 6
The following is a DFT calculation (the ωB97M-V functional and the def2-TZVPD basis) of 2 unconnected molecules or ions with the total composition C4H9BCl2O2.

Output
Kohn-Sham gap (alpha / beta): 0.2409 / 0.2410 Eh
Charge: 0
HOMO energy (alpha / beta): -6.72 / -6.72 eV

XYZ file:
```
18
Properties=species:S:1:pos:R:3:nbo_charge:R:1
B -0.75659 1.35062 0.21036 1.25
C 2.64289 -2.17054 -0.95816 -0.67
C -0.93897 -1.17162 0.63431 -0.47
C -2.50724 2.88301 0.69108 -0.22
C 1.76883 -1.04291 -0.60896 -0.24
O -0.95091 0.18551 0.54077 -0.62
O -1.17926 2.59016 0.27827 -0.71
Cl 1.27427 -0.17244 -2.15331 -0.13
Cl 2.70354 0.07638 0.37192 -0.07
H 2.44904 -2.78559 -0.12738 0.23
H 3.74592 -1.74130 -1.01623 0.23
H 2.29935 -2.58000 -2.00036 0.24
H 0.76166 -1.17689 0.08825 0.29
H -1.45147 -1.73641 -0.06161 0.17
H -1.23358 -1.22537 1.68587 0.16
H -3.04996 1.97388 1.27985 0.18
H -2.98013 3.04921 -0.17198 0.18
H -2.59740 3.69430 1.31731 0.20
```

=====

# 7
The following is a DFT calculation (the ωB97M-V functional and the def2-TZVPD basis) of a molecular structure, C4H9BrCl2Si.

Output
Kohn-Sham gap: 0.3653 Eh
Charge: 0
HOMO energy: -9.32 eV

XYZ file:
```
17
Properties=species:S:1:pos:R:3:nbo_charge:R:1
C 1.03031 -1.61220 -0.56560 -1.18
C -0.31150 -0.26199 2.00861 -1.06
C -1.71390 -0.13102 -0.90007 -0.93
C 0.95245 1.84527 -0.37231 -0.55
Si -0.02733 -0.25812 0.06212 1.63
Cl -0.26034 3.12217 -0.60660 -0.05
Cl 1.92582 2.21653 1.13870 -0.08
Br -1.25931 -0.03002 -2.78350 0.00
H 1.89868 -1.08175 -0.83410 0.26
H 1.29349 -2.35344 0.11126 0.25
H 0.51947 -2.16609 -1.42410 0.27
H -0.91290 -1.12477 2.24523 0.23
H 0.65523 -0.40201 2.31818 0.23
H -0.87277 0.58414 2.31313 0.25
H -2.35056 0.78441 -0.55618 0.27
H -2.14206 -1.09921 -0.81642 0.23
H 1.57523 1.96810 -1.33836 0.23
```

=====

# 8
The following is a DFT calculation (the ωB97M-V functional and the def2-TZVPD basis) of a molecular structure, C4H9BrN.

Output
Kohn-Sham gap: 0.3699 Eh
Charge: +1
HOMO energy: -13.57 eV

XYZ file:
```
15
Properties=species:S:1:pos:R:3:nbo_charge:R:1
C 0.77754 -0.29944 -0.08441 -0.27
C -0.60721 0.09845 0.66315 -0.10
C 0.11838 0.36963 -1.15050 -0.22
C 2.05768 0.31850 0.44143 -0.62
N -1.80993 -0.61280 0.50712 -0.73
Br -1.06741 -0.33727 -2.45299 0.18
H 0.76198 -1.33615 -0.25190 0.25
H -0.86917 1.10770 0.87509 0.23
H 0.22043 1.49801 -1.38637 0.27
H 2.21894 0.29430 1.53558 0.25
H 2.01782 1.43200 0.26721 0.23
H 3.01355 -0.07619 -0.04918 0.26
H -1.96800 -1.59191 0.73735 0.44
H -2.20013 -0.59769 -0.58374 0.40
H -2.66447 -0.26713 0.93218 0.45
```

=====

# 9
The following is a DFT calculation (the ωB97M-V functional and the def2-TZVPD basis) of a gas-phase ion, C4H9BrN3O (charge +1).

Output
Kohn-Sham gap (alpha / beta): 0.2142 / 0.2447 Eh
Charge: +1
HOMO energy (alpha / beta): -12.79 / -13.20 eV

XYZ file:
```
18
Properties=species:S:1:pos:R:3:nbo_charge:R:1
C 1.62550 -1.16546 -0.24128 0.75
C -0.71944 -1.99302 0.41432 -0.37
C -1.47848 -1.12022 -0.47315 0.06
C -0.19428 1.98380 -0.34060 -0.41
N 0.65221 -2.14864 0.06581 -0.63
N 1.28914 0.10983 -0.19919 -0.45
N 0.20578 0.77096 0.35419 -0.37
O 2.60104 -1.58521 -0.85836 -0.58
Br -3.04472 -0.26995 0.04400 0.30
H -0.75826 -1.45708 1.40057 0.25
H -1.27161 -2.98312 0.49131 0.30
H -1.23614 -0.82965 -1.46234 0.23
H 0.58151 2.17881 -1.01666 0.22
H -1.13367 1.90702 -0.82054 0.21
H -0.13508 2.77881 0.35709 0.23
H 0.76016 -3.07760 -0.40227 0.44
H 1.97669 0.78271 -0.71364 0.43
H -0.10101 0.50955 1.26347 0.40
```

=====

# 10
The following is a DFT calculation (the ωB97M-V functional and the def2-TZVPD basis) of 2 unconnected molecules or ions with the total composition C4H9BrN3O6P3S.

Output
Structure (SMILES): N#CO[C@@](OC(=O)[PH2]=S)([PH2]=N)P(O)Br.C[N+](=O)[O-]
Kohn-Sham gap: 0.2941 Eh
Charge: 0
HOMO energy: -8.85 eV

XYZ file:
```
27
Properties=species:S:1:pos:R:3:nbo_charge:R:1
N -1.22908 -1.15000 2.66656 -0.34
C -0.43282 -0.34605 2.67106 0.51
O 0.18064 0.85049 2.71419 -0.47
C 0.51347 1.32648 1.39835 -0.07
O -0.45338 2.25815 0.90747 -0.55
C -1.55768 1.63318 0.26729 0.53
O -2.46800 1.23808 0.88333 -0.47
P -1.73214 1.42680 -1.61605 0.71
S -3.10151 2.65809 -2.24936 -0.56
P 2.08408 2.37870 1.66682 1.29
N 3.27042 1.56126 2.31504 -1.29
P 0.92485 -0.04607 0.15209 0.95
O 1.92586 -1.15168 0.88217 -0.96
Br 2.20856 0.87931 -1.47971 -0.17
H -0.47897 1.59670 -2.27219 0.01
H -2.21574 0.12034 -1.83985 0.05
H 1.70806 3.42128 2.55713 -0.04
H 2.43103 2.99646 0.42728 -0.03
H 2.98217 0.58814 2.44125 0.37
H 1.60229 -2.01542 0.56720 0.52
C -1.18992 -3.42377 -1.65450 -0.49
N -0.47778 -2.20988 -2.13520 0.55
O 0.73708 -2.22214 -2.11101 -0.38
O -1.17133 -1.28404 -2.51841 -0.40
H -0.45399 -4.15993 -1.34644 0.23
H -1.81544 -3.12549 -0.81507 0.25
H -1.79074 -3.79900 -2.47940 0.24
```

=====

# 11
The following is a DFT calculation (the ωB97M-V functional and the def2-TZVPD basis) of a molecular structure, C4H9BrNO.

Output
Kohn-Sham gap: 0.3707 Eh
Charge: +1
HOMO energy: -13.79 eV

XYZ file:
```
16
Properties=species:S:1:pos:R:3:nbo_charge:R:1
C -2.22302 -0.87084 -0.14417 -0.35
C -1.32815 -0.16498 -0.81775 -0.26
C 0.07842 -0.69584 -1.17563 -0.33
C 1.26113 0.37108 -0.08805 0.33
N 0.67241 0.36257 1.39491 -0.79
O 1.34291 1.64301 -0.44320 -0.71
Br 2.97408 -0.50157 -0.10731 0.09
H -3.17871 -0.50831 0.21136 0.22
H -2.15811 -1.79371 0.36334 0.20
H -1.65525 0.69752 -1.32819 0.22
H 0.33509 -0.32803 -2.09628 0.24
H 0.09916 -1.69469 -0.83731 0.23
H 0.68715 -0.52422 1.94788 0.46
H 1.24561 1.16909 1.95162 0.45
H -0.33211 0.75133 1.48965 0.47
H 2.17938 2.08760 -0.32088 0.52
```

=====

# 12
The following is a DFT calculation (the ωB97M-V functional and the def2-TZVPD basis) of a molecular structure, C4H9CdLiO4.

Output
Kohn-Sham gap: 0.2670 Eh
Charge: 0
HOMO energy: -6.98 eV

XYZ file:
```
19
Properties=species:S:1:pos:R:3:nbo_charge:R:1
O -1.57713 -1.14212 1.65255 -1.68
Li -2.89020 -0.20245 0.80801 0.96
O -1.70588 0.79107 -0.36709 -1.07
C -1.14537 1.28563 -1.50210 0.25
O 0.28025 1.15733 -1.49360 -0.58
C 0.83534 -0.14303 -1.63865 -0.16
C 2.00724 -0.20588 -0.68617 -0.09
O 1.52421 -0.18806 0.65884 -0.63
C 2.52711 -0.35354 1.65255 -0.25
Cd -0.42867 0.20615 1.00822 1.59
H -1.33587 2.36545 -1.63791 0.14
H -1.49737 0.74660 -2.40600 0.11
H 1.25222 -0.75444 -2.57060 0.19
H -0.03759 -0.80512 -1.76760 0.23
H 2.69188 0.64594 -0.82145 0.20
H 2.58644 -1.12775 -0.84455 0.19
H 2.02643 -0.33467 2.62718 0.22
H 3.03512 -1.31828 1.51521 0.19
H 3.25374 0.46768 1.57651 0.18
```